C20H24NPtSSbSi | the ωB97M-V functional and the def2-TZVPD basis

The LUMO energy is -8.128 eV. Its orbital gap is 0.248 Ha.

```
! wB97M-V def2-TZVPD RIJCOSX def2/J DEFGRID3
* xyz 2 1
Pt 0.75550 0.25473 0.63790
S 1.30202 0.30904 2.82348
C 0.58717 1.92848 2.71762
C 0.42107 2.92202 3.65038
C -0.24319 4.07128 3.23225
C -0.70402 4.18548 1.92850
C -0.50399 3.14521 1.04300
N 0.14483 2.04484 1.44155
H 0.78040 2.80646 4.66284
H -0.40311 4.87941 3.93362
H -1.22383 5.07200 1.59601
H -0.84209 3.17446 0.01646
C 4.57248 -1.09457 0.67780
Sb 2.85010 -0.99577 -0.53882
C 2.65757 -2.92044 -1.39098
C 3.38526 0.26587 -2.15780
H 5.39897 -1.45308 0.06644
H 4.39832 -1.78688 1.49834
H 4.80775 -0.10771 1.06921
H 3.48628 -3.09130 -2.07541
H 1.71593 -2.99436 -1.92958
H 2.68418 -3.66307 -0.59630
H 4.12883 -0.25848 -2.75592
H 3.81417 1.18877 -1.77328
H 2.51991 0.48904 -2.77780
C -2.05419 2.25298 -3.34802
C -0.80142 1.83084 -2.91190
C -0.70703 1.15021 -1.71191
C -1.83306 0.88149 -0.93402
C -3.08318 1.30310 -1.39027
C -3.19004 1.98652 -2.59462
Si -1.68258 0.02308 0.68894
C -1.75583 -1.79754 0.74145
C -2.23068 -2.44999 1.88615
C -2.37530 -3.82530 1.88851
C -2.02182 -4.55906 0.76076
C -1.52371 -3.92810 -0.37384
C -1.39055 -2.55111 -0.38449
H -2.14181 2.78377 -4.28638
H 0.07878 2.02742 -3.50873
H 0.29878 0.80150 -1.40318
H -3.98044 1.10055 -0.81637
H -4.15910 2.31184 -2.94750
H -2.22853 0.69156 1.88039
H -2.50070 -1.87755 2.76621
H -2.76148 -4.33151 2.76240
H -2.14510 -5.63404 0.76331
H -1.25982 -4.51271 -1.24460
H -1.04169 -2.04938 -1.28179
*
```